No. 1
One molecule with the formula C4H4ClN in a non-equilibrium geometry, computed with ωB97M-V with the def2-TZVPD basis set.

structure (SMILES): C/C=C(\Cl)C#N
HOMO: -9.857 eV
ΔE to the lowest compared entry with this formula, charge and spin: 1.1474 eV
frontier orbital gap: 10.05 eV
DFT total energy: -669.7194 Ha

```
! wB97M-V def2-TZVPD RIJCOSX def2/J DEFGRID3
* xyz 0 1
C 0.59714 -0.71514 -1.24658
C -0.25243 0.13529 -0.43134
C -0.26222 0.12755 0.90959
Cl 0.37933 -1.10026 1.95329
C -0.86110 1.13149 1.64040
N -1.27125 2.10814 2.15811
H 0.22607 -0.89122 -2.20886
H 0.75461 -1.60618 -0.68641
H 1.53705 -0.16867 -1.38048
H -0.84720 0.97900 -0.70773
*
```

=====

No. 2
C35H40N6O5S2Si2Zn as an isolated structure in a non-equilibrium geometry, computed with ωB97M-V with the def2-TZVPD basis set.

HOMO: -1.269 eV
ΔE to the lowest compared entry with this formula, charge and spin: 2.2283 eV
frontier orbital gap: 5.47 eV
DFT total energy: -5217.2507 Ha

```
! wB97M-V def2-TZVPD RIJCOSX def2/J DEFGRID3
* xyz -2 1
Zn -0.52095 0.07074 0.18570
O 4.83333 -0.09068 -0.89210
C 4.58419 1.21801 -0.89987
C 5.60477 2.13691 -1.38037
C 5.30496 3.50197 -1.44967
C 4.11519 4.03958 -0.95975
C 3.12441 3.19217 -0.46131
C 3.34206 1.79502 -0.46750
C 2.20453 0.95051 -0.15306
O 1.16145 1.43471 0.31430
N 2.34632 -0.29671 -0.51036
N 1.22207 -1.06104 -0.23738
C 1.21228 -2.28267 -0.72948
C 0.07949 -3.12993 -0.77742
C 0.03302 -4.20363 -1.70413
C -0.99587 -5.14845 -1.67969
C -1.99538 -5.05669 -0.74151
C -1.98769 -3.98931 0.16348
C -1.12241 -2.84181 -0.01583
O -1.39813 -1.72699 0.54144
H 3.91798 -0.56039 -0.71577
H 6.63103 1.76794 -1.49500
H 6.12310 4.14971 -1.71987
H 3.95191 5.09913 -0.92537
H 2.22843 3.58706 0.09517
H 2.15007 -2.64631 -1.17546
H 0.71370 -4.38731 -2.54838
H -0.95153 -5.96996 -2.39308
H -2.78093 -5.82977 -0.67067
H -2.69932 -3.99631 0.96560
C 1.17825 0.75528 3.39061
Si -0.31046 -0.07484 4.24077
C -0.44296 0.61430 6.00533
C 0.18308 -1.87253 4.27921
C -1.94495 0.30910 3.34240
C -2.04363 1.42397 2.47777
C -2.77724 2.54192 2.98629
C -3.30217 3.53514 2.13775
C -2.96246 3.36190 0.81229
C -1.97980 2.48083 0.44658
N -1.59997 1.47666 1.22222
Si -3.46224 -0.68784 3.54445
C -4.28304 -1.35184 2.01386
C -4.83935 0.40567 4.22402
C -3.42291 -2.21405 4.71577
H 1.98511 0.57706 4.18483
H 0.93073 1.72172 2.96837
H 1.55844 0.19655 2.53438
H 0.47771 0.64588 6.62475
H -1.18407 -0.06543 6.55406
H -0.88561 1.60232 5.99859
H -0.37656 -2.35285 5.10916
H 1.28629 -1.99371 4.38492
H -0.18386 -2.34236 3.32331
H -2.78089 2.58180 4.09957
H -3.89469 4.42149 2.47779
H -3.32118 4.09455 0.11587
H -1.45629 2.70352 -0.46779
H -4.43485 -2.45649 1.99970
H -3.61012 -1.13836 1.15002
H -5.23673 -0.80163 1.76375
H -5.25354 1.12363 3.45362
H -4.53726 1.05886 5.05250
H -5.67488 -0.28782 4.54516
H -2.61013 -2.87577 4.55598
H -4.35197 -2.78311 4.46587
H -3.59288 -1.85197 5.75046
N 4.68267 -1.51746 -5.85582
C 3.79315 -0.54413 -5.40991
C 2.49050 -0.56253 -5.93108
C 1.65536 0.49361 -5.64800
C 2.04768 1.39747 -4.66600
C 3.32901 1.43651 -4.06096
C 4.14767 0.38695 -4.38548
S 0.76627 2.38589 -3.98309
O 1.26649 3.58853 -3.36255
O -0.14003 2.58890 -5.09387
N 0.17300 1.44804 -2.79981
C -0.97136 0.83947 -2.90708
S -1.85663 0.61240 -4.44493
C -2.93861 -0.39515 -3.60317
C -2.66720 -0.44777 -2.26800
N -1.52778 0.14797 -1.83604
H 4.34330 -2.20013 -6.53255
H 5.68402 -1.50437 -5.64797
H 2.18721 -1.37871 -6.54435
H 0.63547 0.53918 -6.04994
H 3.66614 2.24930 -3.37180
H 5.06771 0.10329 -3.82991
H -3.77246 -0.83052 -4.15979
H -3.33655 -1.04380 -1.65476
*
```

=====

No. 3
One molecule with the formula C2HClO in a non-equilibrium geometry, computed with ωB97M-V with the def2-TZVPD basis set.

structure (SMILES): O=C=CCl
HOMO: -9.374 eV
ΔE to the lowest compared entry with this formula, charge and spin: 1.0199 eV
frontier orbital gap: 9.19 eV
DFT total energy: -612.1575 Ha

```
! wB97M-V def2-TZVPD RIJCOSX def2/J DEFGRID3
* xyz 0 1
O -0.07752 1.34883 0.26863
C -0.91720 0.80587 -0.22091
C -1.98238 0.62652 -0.92304
Cl -3.16711 -0.33150 0.24667
H -2.23211 0.83368 -2.07435
*
```

=====

No. 4
One molecule with the formula C3H6ClNO in a non-equilibrium geometry, computed with ωB97M-V with the def2-TZVPD basis set.

structure (SMILES): [H]/N=C(\Cl)OCC
HOMO: -10.151 eV
ΔE to the lowest compared entry with this formula, charge and spin: 1.9163 eV
frontier orbital gap: 10.92 eV
DFT total energy: -708.0437 Ha

```
! wB97M-V def2-TZVPD RIJCOSX def2/J DEFGRID3
* xyz 0 1
H 2.45008 -2.21884 0.22022
N 1.60514 -1.63460 0.18379
C 1.76357 -0.44268 -0.11240
Cl 3.22457 0.59005 -0.04448
O 0.59036 0.40247 -0.41875
C -0.66524 -0.12616 -0.33607
C -1.66849 0.98034 0.24873
H -1.11766 -0.25367 -1.33759
H -0.54374 -0.93895 0.39715
H -1.13030 1.98192 0.29996
H -2.56103 1.07388 -0.28720
H -1.94725 0.58624 1.18663
*
```

=====

No. 5
A 8-piece molecular cluster, H16O8 overall in a non-equilibrium geometry, computed with ωB97M-V with the def2-TZVPD basis set.

structure (SMILES): O.O.O.O.O.O.O.O
HOMO: -10.452 eV
ΔE to the lowest compared entry with this formula, charge and spin: 4.4086 eV
frontier orbital gap: 10.65 eV
DFT total energy: -611.4206 Ha

```
! wB97M-V def2-TZVPD RIJCOSX def2/J DEFGRID3
* xyz 0 1
O 0.17636 -0.52437 -1.00532
H 0.79926 -0.20282 -0.34381
H 0.73782 -0.89460 -1.69574
O 1.85950 -1.71857 -4.21392
H 2.04285 -2.44524 -3.60786
H 2.68805 -1.22735 -4.24856
O -0.80258 -1.95398 3.39577
H -1.13783 -1.09909 3.10291
H -1.15332 -2.05015 4.28837
O -2.29008 1.14087 3.11861
H -2.55335 0.46359 2.48539
H -3.04743 1.21606 3.71002
O 1.44724 1.73164 3.39555
H 1.87893 1.06203 3.93800
H 1.99698 2.51522 3.50862
O -3.73417 1.51680 -1.12404
H -4.16059 0.65884 -1.22923
H -4.10295 1.86295 -0.30356
O 3.47042 1.38597 0.32722
H 2.66447 0.95912 0.01539
H 4.13822 1.12527 -0.31704
O -0.13907 -1.34933 -4.07254
H 0.31315 -2.05576 -3.59773
H -1.00511 -1.72035 -4.27576
*
```

=====

No. 6
C50H46MnN3O2P3Se3Te as an isolated structure in a non-equilibrium geometry, computed with ωB97M-V with the def2-TZVPD basis set.

HOMO (spin up / spin down): -5.979 / -6.168 eV
<S²>: 1.045
frontier orbital gap (spin up / spin down): 6.11 / 6.45 eV
DFT total energy: -11894.9898 Ha

```
! wB97M-V def2-TZVPD RIJCOSX def2/J DEFGRID3
* xyz 0 2
Mn 1.33058 0.13280 1.49958
Se 1.34671 1.86442 3.05877
Se 2.80422 1.65074 4.85440
Te 4.29474 -0.33779 4.22821
Se 3.32553 -1.04644 2.03959
N -0.55149 2.04892 0.88508
C -1.88266 1.46700 1.06897
C -3.03525 2.26746 0.54006
C -4.27886 1.95758 0.88971
C -4.57312 0.85163 1.85488
C -3.30920 -0.86742 2.47873
C -1.88489 -0.49499 1.98673
P -0.27891 -1.43315 2.01197
C -0.88320 -2.92352 1.12727
C -0.59283 -3.06246 -0.22357
C -1.14940 -4.09035 -0.97565
C -2.01390 -4.99102 -0.37343
C -2.30463 -4.87280 0.98198
C -1.73977 -3.84881 1.73134
C 0.14245 -2.05915 3.67591
C 0.63839 -3.35322 3.83839
C 1.14931 -3.76235 5.06099
C 1.19432 -2.87749 6.12975
C 0.74546 -1.57878 5.96537
C 0.22997 -1.16935 4.74369
H -0.41773 2.85539 1.48717
H -0.42883 2.36569 -0.07101
H -2.82338 3.08356 -0.14793
H -5.11637 2.51568 0.48176
H -5.54754 1.01653 2.30736
H -3.41295 -1.73716 3.12483
H 0.07120 -2.34351 -0.68456
H -0.90984 -4.18403 -2.02797
H -2.45812 -5.79063 -0.95649
H -2.96939 -5.58467 1.45837
H -1.95227 -3.77696 2.79241
H 0.64021 -4.04023 2.99994
H 1.53456 -4.76911 5.17122
H 1.60873 -3.19146 7.08073
H 0.84109 -0.86804 6.77827
H -0.04948 -0.13172 4.60037
C 0.25297 0.01787 -1.92980
P 1.63245 0.48799 -0.78589
C 2.14762 2.19744 -1.11933
C 1.66715 2.94906 -2.18448
C 2.11017 4.25260 -2.38499
C 3.04317 4.80745 -1.52343
C 3.52904 4.06221 -0.45327
C 3.07830 2.76748 -0.24482
C 3.04358 -0.51762 -1.39705
C 4.21901 0.04281 -1.88013
C 5.28912 -0.77049 -2.23324
C 5.19122 -2.14816 -2.11660
C 4.01478 -2.71723 -1.64118
C 2.95394 -1.90391 -1.27469
P 0.07288 -0.05446 -3.78727
C 1.76592 0.15607 -4.46447
C 2.48565 -1.03198 -4.62875
C 3.75983 -1.02664 -5.17527
C 4.32872 0.17177 -5.58624
C 3.62011 1.35679 -5.44050
C 2.34537 1.35050 -4.88442
C -0.80881 1.48558 -4.24955
C -0.85192 1.77751 -5.61763
C -1.58531 2.85201 -6.09821
C -2.31583 3.64634 -5.22099
C -2.31298 3.34662 -3.86785
C -1.57000 2.27235 -3.38811
H -0.65252 0.49125 -1.54677
H 0.12182 -1.02019 -1.64980
H 0.94356 2.52251 -2.86096
H 1.72270 4.83008 -3.21749
H 3.39385 5.82115 -1.68214
H 4.25229 4.49389 0.22761
H 3.44637 2.19591 0.59670
H 4.30720 1.11636 -1.98590
H 6.20369 -0.32012 -2.60378
H 6.03081 -2.77941 -2.38666
H 3.93561 -3.79256 -1.52969
H 2.06433 -2.35163 -0.85509
H 2.03628 -1.97199 -4.32531
H 4.30330 -1.95761 -5.28840
H 5.32053 0.18293 -6.02298
H 4.06015 2.29512 -5.75996
H 1.81198 2.28685 -4.78178
H -0.30218 1.15138 -6.31231
H -1.59523 3.06451 -7.16091
H -2.88761 4.48859 -5.59241
H -2.89156 3.95020 -3.17737
H -1.59171 2.05884 -2.32577
O -2.54110 -0.79504 6.97609
C -3.16968 -0.76668 5.72592
N -3.62758 0.58602 5.45605
C -3.95369 1.19191 4.27949
O -4.59649 2.23098 4.27715
C -3.50678 0.62323 2.94955
C -4.40663 -0.67491 1.38883
C -3.98029 -0.87739 -0.02296
C -2.78235 -0.45620 -0.39008
N -1.85219 0.03637 0.56978
C -2.04708 0.94785 2.52122
H -1.68519 -0.36292 6.90479
H -4.00800 -1.45699 5.80462
H -2.51422 -1.10028 4.92848
H -4.00507 1.06217 6.26297
H -5.30079 -1.25078 1.61044
H -4.66757 -1.31260 -0.74093
H -2.43864 -0.49343 -1.42177
H -1.38990 1.39195 3.26659
*
```

=====

No. 7
C24H19N6O4PtS as an isolated structure in a non-equilibrium geometry, computed with ωB97M-V with the def2-TZVPD basis set.

HOMO: -4.086 eV
ΔE to the lowest compared entry with this formula, charge and spin: 0.7336 eV
frontier orbital gap: 6.55 eV
DFT total energy: -2073.0605 Ha

```
! wB97M-V def2-TZVPD RIJCOSX def2/J DEFGRID3
* xyz -1 1
Pt -1.01182 1.04505 0.38294
O 0.12682 1.48611 -1.23380
C 0.21071 0.67744 -2.24793
C 1.30880 0.85370 -3.10510
C 1.45667 0.14352 -4.27685
C 0.50036 -0.81236 -4.62533
C -0.56690 -1.04554 -3.79956
C -0.76784 -0.33972 -2.58121
C -1.88526 -0.65300 -1.80090
N -2.21701 -0.06805 -0.62576
N -3.33771 -0.42439 -0.00729
C -3.41598 0.02171 1.23720
O -2.42442 0.66383 1.80732
C -4.62621 -0.17098 2.01903
C -4.55914 0.03827 3.40433
C -5.68872 -0.04152 4.18613
C -6.91965 -0.32930 3.61135
C -7.00097 -0.52986 2.23894
C -5.87236 -0.46501 1.44767
H 2.03002 1.60790 -2.82180
H 2.30137 0.33276 -4.92269
H 0.61096 -1.36867 -5.54566
H -1.30052 -1.78884 -4.07660
H -2.55587 -1.43486 -2.14394
H -3.59489 0.25692 3.83598
H -5.62393 0.12770 5.25265
H -7.80520 -0.40318 4.22937
H -7.96784 -0.72893 1.79455
H -5.93210 -0.62543 0.38227
N 5.52265 -1.78464 -2.92303
C 4.65500 -1.57443 -1.85826
C 5.11103 -0.97517 -0.68315
C 4.27051 -0.84796 0.40671
C 2.97667 -1.32088 0.32511
C 2.50116 -1.89617 -0.83830
C 3.33556 -2.02372 -1.92975
S 1.86196 -1.21571 1.72307
O 1.02096 -2.38116 1.66692
O 2.62382 -1.04020 2.93492
N 0.91604 0.07908 1.39381
C 1.32060 1.30969 1.61317
N 2.55972 1.62466 2.01274
C 2.79699 2.88849 2.28887
C 1.85304 3.89884 2.13594
C 0.61737 3.51080 1.63782
N 0.34060 2.24246 1.39859
H 6.31236 -1.15767 -2.95801
H 5.06112 -1.89578 -3.81259
H 6.12975 -0.61587 -0.63207
H 4.59128 -0.39195 1.32943
H 1.48228 -2.24697 -0.86270
H 2.97363 -2.46980 -2.84483
H 3.79418 3.10265 2.65501
H 2.07300 4.92919 2.36591
H -0.17262 4.22698 1.43938
*
```

=====

No. 8
A 6-piece molecular cluster, C14H27Cl8NO4 overall in a non-equilibrium geometry, computed with ωB97M-V with the def2-TZVPD basis set.

structure (SMILES): O=C1OCCO1.CNC(C)=O.ClCCCl.ClCCCl.ClCCCl.ClCCCl
HOMO: -9.532 eV
ΔE to the lowest compared entry with this formula, charge and spin: 0.0000 eV
frontier orbital gap: 9.94 eV
DFT total energy: -4586.9349 Ha

```
! wB97M-V def2-TZVPD RIJCOSX def2/J DEFGRID3
* xyz 0 1
O 7.99608 18.17881 -1.37801
C 7.51451 17.33561 -0.70289
O 8.14008 16.19313 -0.37135
C 7.29424 15.36224 0.41503
C 5.96949 16.16005 0.48868
O 6.29341 17.40720 -0.11709
H 7.16501 14.40686 -0.08484
H 7.71977 15.21433 1.40515
H 5.62064 16.30598 1.50797
H 5.17267 15.68019 -0.07891
C 8.45705 19.20195 -7.60437
N 9.57623 18.70426 -6.83205
C 9.67936 17.40686 -6.44617
C 10.84128 17.07583 -5.54478
O 8.87572 16.55222 -6.76721
H 7.96464 20.01921 -7.06873
H 7.70880 18.41422 -7.65125
H 8.74661 19.52892 -8.60002
H 10.35691 19.31901 -6.68515
H 11.73258 17.69614 -5.70236
H 11.20000 16.06834 -5.74255
H 10.55551 17.17962 -4.49952
Cl 9.52965 17.69305 2.84818
C 8.35747 19.01830 3.12983
C 7.17198 18.56899 3.93400
Cl 7.55313 18.33988 5.65117
H 7.98075 19.34708 2.16020
H 8.94166 19.80206 3.59730
H 6.74741 17.66214 3.50808
H 6.39513 19.33131 3.88076
Cl 19.15889 18.18932 -3.22218
C 17.98091 17.57223 -2.05702
C 16.60144 18.08544 -2.35912
Cl 15.49741 17.58102 -1.08704
H 18.28996 17.91206 -1.06937
H 17.97986 16.48530 -2.05616
H 16.26635 17.69395 -3.32127
H 16.60041 19.16825 -2.46963
Cl 9.39017 12.03462 -4.10080
C 9.61162 12.15783 -2.35051
C 8.46768 11.48404 -1.62043
Cl 8.64284 11.70209 0.12458
H 9.72789 13.21364 -2.11191
H 10.54566 11.69478 -2.03154
H 8.52228 10.41658 -1.82342
H 7.50601 11.84500 -1.97559
Cl 12.22556 19.45783 -0.82683
C 11.76903 17.81009 -1.35902
C 11.23130 17.02760 -0.20674
Cl 11.15686 15.29094 -0.64222
H 12.68446 17.37986 -1.75827
H 11.07710 17.88807 -2.19489
H 10.24735 17.30077 0.15211
H 11.91367 17.10780 0.63891
*
```

=====

Which value of DFT total energy does entry 3 give? -612.1575 Ha

=====

Please write out number 8 again, unchanged.
A 6-piece molecular cluster, C14H27Cl8NO4 overall in a non-equilibrium geometry, computed with ωB97M-V with the def2-TZVPD basis set.

structure (SMILES): O=C1OCCO1.CNC(C)=O.ClCCCl.ClCCCl.ClCCCl.ClCCCl
HOMO: -9.532 eV
ΔE to the lowest compared entry with this formula, charge and spin: 0.0000 eV
frontier orbital gap: 9.94 eV
DFT total energy: -4586.9349 Ha

```
! wB97M-V def2-TZVPD RIJCOSX def2/J DEFGRID3
* xyz 0 1
O 7.99608 18.17881 -1.37801
C 7.51451 17.33561 -0.70289
O 8.14008 16.19313 -0.37135
C 7.29424 15.36224 0.41503
C 5.96949 16.16005 0.48868
O 6.29341 17.40720 -0.11709
H 7.16501 14.40686 -0.08484
H 7.71977 15.21433 1.40515
H 5.62064 16.30598 1.50797
H 5.17267 15.68019 -0.07891
C 8.45705 19.20195 -7.60437
N 9.57623 18.70426 -6.83205
C 9.67936 17.40686 -6.44617
C 10.84128 17.07583 -5.54478
O 8.87572 16.55222 -6.76721
H 7.96464 20.01921 -7.06873
H 7.70880 18.41422 -7.65125
H 8.74661 19.52892 -8.60002
H 10.35691 19.31901 -6.68515
H 11.73258 17.69614 -5.70236
H 11.20000 16.06834 -5.74255
H 10.55551 17.17962 -4.49952
Cl 9.52965 17.69305 2.84818
C 8.35747 19.01830 3.12983
C 7.17198 18.56899 3.93400
Cl 7.55313 18.33988 5.65117
H 7.98075 19.34708 2.16020
H 8.94166 19.80206 3.59730
H 6.74741 17.66214 3.50808
H 6.39513 19.33131 3.88076
Cl 19.15889 18.18932 -3.22218
C 17.98091 17.57223 -2.05702
C 16.60144 18.08544 -2.35912
Cl 15.49741 17.58102 -1.08704
H 18.28996 17.91206 -1.06937
H 17.97986 16.48530 -2.05616
H 16.26635 17.69395 -3.32127
H 16.60041 19.16825 -2.46963
Cl 9.39017 12.03462 -4.10080
C 9.61162 12.15783 -2.35051
C 8.46768 11.48404 -1.62043
Cl 8.64284 11.70209 0.12458
H 9.72789 13.21364 -2.11191
H 10.54566 11.69478 -2.03154
H 8.52228 10.41658 -1.82342
H 7.50601 11.84500 -1.97559
Cl 12.22556 19.45783 -0.82683
C 11.76903 17.81009 -1.35902
C 11.23130 17.02760 -0.20674
Cl 11.15686 15.29094 -0.64222
H 12.68446 17.37986 -1.75827
H 11.07710 17.88807 -2.19489
H 10.24735 17.30077 0.15211
H 11.91367 17.10780 0.63891
*
```